[1]
Density functional theory data (ωB97M-V with the def2-TZVPD basis set) for one molecule with the formula C7H11ClN2 in a non-equilibrium geometry.

Atoms and positions in Å:
1 C 2.08283 2.11630 0.06469
2 C 0.60955 0.49761 -0.02322
3 C 1.89302 0.01196 -0.06189
4 C -0.56783 -0.99741 1.26235
5 C -0.59711 -1.46053 -1.15611
6 C -1.86480 0.41177 -0.28009
7 C -0.62538 -0.34162 -0.06431
8 N 2.78692 1.03862 -0.00969
9 N 0.75572 1.84997 0.17183
10 Cl 2.63433 -1.60935 -0.10859
11 H 2.43342 3.11502 0.42762
12 H -1.52955 -1.51583 1.44187
13 H 0.36270 -1.57065 1.10598
14 H -0.37184 -0.34146 2.19852
15 H -1.51952 -1.87940 -1.34982
16 H -0.14843 -1.13669 -2.04399
17 H 0.04796 -2.25199 -0.79966
18 H -2.68272 -0.32563 0.06226
19 H -1.85676 1.25601 0.45650
20 H -1.79126 0.70172 -1.38819
21 H -0.05127 2.43159 0.09393

Summary:
- Gap between HOMO and LUMO: 9.251 eV
- HOMO level: -8.60 eV
- Energy relative to the best compared isomer or geometry (same formula, charge and spin): 3.28 kcal/mol
- Structure (SMILES): CC(C)(C)c1[nH]cnc1Cl
- E_LUMO: 0.7 eV
- 2S+1: 1

Just the natural (NBO) charges please, in e? Sure, here they are:
1. C 0.16
2. C 0.09
3. C 0.08
4. C -0.60
5. C -0.60
6. C -0.60
7. C -0.10
8. N -0.45
9. N -0.52
10. Cl -0.01
11. H 0.20
12. H 0.20
13. H 0.23
14. H 0.21
15. H 0.21
16. H 0.22
17. H 0.22
18. H 0.22
19. H 0.19
20. H 0.22
21. H 0.42

---

[2]
Density functional theory data (ωB97M-V with the def2-TZVPD basis set) for C7H11GdNP as an isolated structure in a non-equilibrium geometry.

Atoms and positions in Å:
1 C -0.12394 -0.86613 -1.62980
2 C 0.21325 -2.23337 -1.61816
3 C -0.97515 -3.01221 -1.46991
4 C -2.09910 -2.13635 -1.40287
5 C -1.65211 -0.79904 -1.49274
6 Gd -0.65789 2.59814 -0.66869
7 P 2.09165 2.60680 -0.71874
8 H 0.55252 -0.01132 -1.74583
9 H 1.22274 -2.63298 -1.71248
10 H -1.01845 -4.09870 -1.42210
11 H -2.25445 0.11837 -1.50950
12 H -3.13793 -2.44274 -1.28358
13 H 2.72320 2.88379 -1.99027
14 H 2.89133 1.46009 -0.35099
15 H 2.79982 3.60068 0.05612
16 C -0.03950 0.62432 3.59415
17 C -0.19342 1.21128 2.30203
18 N -0.35325 1.71957 1.25296
19 H -0.40659 1.31598 4.37048
20 H 1.02532 0.41240 3.78340
21 H -0.60806 -0.31859 3.65652

Summary:
- Gap between HOMO and LUMO (spin up / spin down): 4.629 / 6.768 eV
- HOMO level (spin up / spin down): -3.98 / -8.36 eV
- <S²>: 15.813
- Energy relative to the best compared isomer or geometry (same formula, charge and spin): 127.14 kcal/mol
- E_LUMO (spin up / spin down): 0.6 / -1.6 eV
- 2S+1: 8

Just the Löwdin charges please, in e? Sure, here they are:
1. C -0.08
2. C -0.13
3. C -0.07
4. C -0.13
5. C -0.08
6. Gd 0.54
7. P 0.37
8. H 0.04
9. H 0.09
10. H 0.10
11. H 0.04
12. H 0.09
13. H -0.15
14. H -0.15
15. H -0.16
16. C -0.10
17. C -0.26
18. N -0.23
19. H 0.09
20. H 0.08
21. H 0.09

---

[3]
Density functional theory data (ωB97M-V with the def2-TZVPD basis set) for C7H11I2NO3 as an isolated structure in a non-equilibrium geometry.

Atoms and positions in Å:
1 C -0.55904 2.06596 0.90886
2 C 0.00945 1.12733 -0.16789
3 C 0.57072 1.98586 -1.30087
4 C -1.12856 0.22408 -0.60323
5 N -0.78884 -0.92580 -1.47426
6 I -1.00599 -0.60405 -3.48093
7 C 0.39124 -1.60240 -1.16827
8 O 1.44956 -1.48996 -1.74733
9 O 0.24386 -2.55205 -0.18347
10 C 0.97753 -2.34820 0.99466
11 C 0.06966 -1.80244 2.09339
12 O -0.18303 -0.64108 2.26250
13 I -0.80582 -3.29220 3.40524
14 H 0.28240 2.51695 1.42449
15 H -1.11794 2.88015 0.46891
16 H -1.12623 1.53174 1.65747
17 H 0.82306 0.60065 0.31655
18 H -0.00863 2.88995 -1.41476
19 H 0.65769 1.45624 -2.23749
20 H 1.57364 2.29518 -1.02686
21 H -1.67804 -0.14495 0.25511
22 H -1.82202 0.83333 -1.16616
23 H 1.34374 -3.30931 1.32609
24 H 1.83162 -1.69500 0.85826

Summary:
- Gap between HOMO and LUMO: 8.675 eV
- HOMO level: -9.08 eV
- Energy relative to the best compared isomer or geometry (same formula, charge and spin): 0.12 kcal/mol
- E_LUMO: -0.4 eV
- 2S+1: 1

Just the natural (NBO) charges please, in e? Sure, here they are:
1. C -0.60
2. C -0.24
3. C -0.61
4. C -0.23
5. N -0.63
6. I 0.34
7. C 0.89
8. O -0.56
9. O -0.51
10. C -0.18
11. C 0.48
12. O -0.50
13. I 0.03
14. H 0.21
15. H 0.20
16. H 0.22
17. H 0.20
18. H 0.20
19. H 0.22
20. H 0.21
21. H 0.21
22. H 0.22
23. H 0.21
24. H 0.22

---

[4]
Density functional theory data (ωB97M-V with the def2-TZVPD basis set) for C7H11N as an isolated structure in a non-equilibrium geometry.

Atoms and positions in Å:
1 C -0.81853 -0.23843 -0.08810
2 C -0.79077 -0.90067 1.26126
3 C -1.60929 -0.89595 -1.17995
4 C 2.48768 -0.07586 0.11384
5 C 0.18220 0.73038 -0.37731
6 C -1.08347 1.68672 -0.12562
7 C 1.46171 0.99887 -0.06742
8 N -0.69473 2.03207 -1.25312
9 H -1.46904 2.15388 0.78205
10 H 1.77344 2.03307 0.00086
11 H -0.15327 -1.79389 1.26005
12 H -1.79437 -1.21245 1.55917
13 H -0.38144 -0.22581 2.01702
14 H -1.68539 -0.23865 -2.04526
15 H -1.10890 -1.81374 -1.50774
16 H -2.60968 -1.16865 -0.83594
17 H 2.89767 -0.07647 1.12957
18 H 2.06745 -1.06512 -0.07370
19 H 3.32873 0.07070 -0.56966

Summary:
- Gap between HOMO and LUMO: 7.985 eV
- HOMO level: -7.16 eV
- Energy relative to the best compared isomer or geometry (same formula, charge and spin): 114.16 kcal/mol
- E_LUMO: 0.8 eV
- 2S+1: 1

Just the natural (NBO) charges please, in e? Sure, here they are:
1. C -0.04
2. C -0.64
3. C -0.63
4. C -0.63
5. C 0.09
6. C 0.07
7. C -0.25
8. N -0.35
9. H 0.19
10. H 0.22
11. H 0.22
12. H 0.22
13. H 0.22
14. H 0.24
15. H 0.21
16. H 0.21
17. H 0.22
18. H 0.21
19. H 0.22

---

[5]
Density functional theory data (ωB97M-V with the def2-TZVPD basis set) for one molecule with the formula C7H11N.

Atoms and positions in Å:
1 C -0.06371 -1.06600 -0.85813
2 C 1.28543 -1.70341 -1.16194
3 C 0.39550 1.98129 0.41312
4 C 1.57786 1.93573 0.21966
5 H -0.10458 -0.07643 -1.32126
6 H -0.86515 -1.67272 -1.29063
7 H 1.42854 -1.79531 -2.23562
8 H 1.35216 -2.69465 -0.71825
9 H 2.08885 -1.09141 -0.75391
10 H 2.61211 1.87271 0.05890
11 C -1.59769 -0.21454 0.90479
12 C -1.03509 2.12892 0.63828
13 C -0.29474 -0.91850 0.65043
14 N -1.89022 1.00234 0.88491
15 H -2.44715 -0.86693 1.10532
16 H -1.46958 2.63719 -0.23408
17 H -1.17952 2.79933 1.49773
18 H -0.31945 -1.90805 1.11251
19 H 0.52645 -0.34955 1.08818

Summary:
- Gap between HOMO and LUMO: 10.272 eV
- HOMO level: -9.23 eV
- Energy relative to the best compared isomer or geometry (same formula, charge and spin): 67.21 kcal/mol
- Structure (SMILES): C#CC/N=C\CCC
- E_LUMO: 1.0 eV
- 2S+1: 1

Just the natural (NBO) charges please, in e? Sure, here they are:
1. C -0.38
2. C -0.60
3. C -0.01
4. C -0.26
5. H 0.21
6. H 0.20
7. H 0.21
8. H 0.20
9. H 0.20
10. H 0.23
11. C 0.16
12. C -0.34
13. C -0.49
14. N -0.41
15. H 0.17
16. H 0.24
17. H 0.24
18. H 0.21
19. H 0.23

---

[6]
Density functional theory data (ωB97M-V with the def2-TZVPD basis set) for one molecule with the formula C7H11N in a non-equilibrium geometry.

Atoms and positions in Å:
1 C -0.52388 -0.10095 -0.73635
2 C -0.32562 -1.60695 -0.60506
3 C -1.67936 0.43762 0.09954
4 C 0.85663 0.84340 -0.70229
5 C 1.16645 1.64328 -1.71309
6 C 0.98084 -0.47953 2.54614
7 N 1.50216 0.85541 0.49172
8 C 1.03719 0.16031 1.41219
9 H -0.77904 0.07791 -1.78590
10 H -1.21097 -2.12896 -0.97049
11 H -0.18451 -1.90252 0.43210
12 H 0.53259 -1.94104 -1.18587
13 H -2.61028 -0.05148 -0.18998
14 H -1.52564 0.24424 1.15992
15 H -1.79728 1.51046 -0.04752
16 H 1.95799 2.36838 -1.60378
17 H 0.67356 1.57525 -2.66782
18 H 1.71459 -1.23048 2.79209
19 H 0.21457 -0.27435 3.27446

Summary:
- Gap between HOMO and LUMO: 9.407 eV
- HOMO level: -8.72 eV
- Energy relative to the best compared isomer or geometry (same formula, charge and spin): 66.48 kcal/mol
- Structure (SMILES): C=C=NC(=C)C(C)C
- E_LUMO: 0.7 eV
- 2S+1: 1

Just the natural (NBO) charges please, in e? Sure, here they are:
1. C -0.25
2. C -0.62
3. C -0.61
4. C 0.17
5. C -0.41
6. C -0.62
7. N -0.47
8. C 0.44
9. H 0.20
10. H 0.21
11. H 0.21
12. H 0.22
13. H 0.21
14. H 0.20
15. H 0.22
16. H 0.21
17. H 0.20
18. H 0.25
19. H 0.24